Below is 2 unconnected molecules or ions with the total composition C5H10O, with properties calculated with the ωB97M-V functional and the def2-TZVPD basis.

The energy relative to the best compared isomer or geometry (same formula, charge and spin) is 1.673 eV. The SMILES is C[C@H]1CCC1=O.[H][H]. The frontier orbital gap comes out at 10.452 eV. Its electronic energy is -7393.092 eV. The charge is 0.

Atoms and positions in Å:
C  1.35  -0.96  0.21
C  0.32  0.14  0.42
C  0.56  1.54  -0.22
C  -0.85  1.51  -0.87
C  -0.96  0.06  -0.43
O  -1.70  -0.85  -0.72
H  0.99  -1.91  0.62
H  1.55  -1.11  -0.85
H  2.29  -0.71  0.71
H  0.05  0.23  1.48
H  0.75  2.35  0.48
H  1.37  1.52  -0.96
H  -1.58  2.15  -0.37
H  -0.91  1.68  -1.95
H  -1.61  -2.90  1.58
H  -1.63  -2.50  0.96